(1)
Below is a single CH3PS4 molecule, with properties calculated with wB97M-V/def2-TZVPD.

Results
Molar mass, g/mol: 174.3
Gap between HOMO and LUMO, eV: 7.6
ΔE to the lowest compared entry with this formula, charge and spin, kcal/mol: 31.8
E_LUMO, eV: -0.56
Structure (SMILES): SSP1CSS1

Geometry as ORCA input:
```
! wB97M-V def2-TZVPD RIJCOSX def2/J DEFGRID3
* xyz 0 1
S -2.0745 -2.3234 -0.2504
S -1.5946 -0.3937 -0.6080
P 0.0937 0.0564 1.1053
C 0.9672 1.3922 -0.0188
S 2.2463 0.4497 -0.7673
S 1.6488 -1.1695 0.4516
H -3.1568 -1.9285 0.2480
H 0.2940 1.6891 -0.7751
H 1.5760 2.2278 0.6147
*
```

(2)
Below is a 2-piece molecular cluster, C3H3NO2 overall, with properties calculated with wB97M-V/def2-TZVPD.

Results
Molar mass, g/mol: 85.1
Gap between HOMO and LUMO, eV: 9.9
ΔE to the lowest compared entry with this formula, charge and spin, kcal/mol: 179.4
E_LUMO, eV: -0.92

Geometry as ORCA input:
```
! wB97M-V def2-TZVPD RIJCOSX def2/J DEFGRID3
* xyz 0 1
C 0.7386 1.5897 -0.2862
C -0.1146 -0.8331 -1.3897
C 0.0911 -0.3775 -0.2051
N 0.9062 2.6508 -0.0005
O -0.7073 0.0829 1.8771
O 0.0761 -0.8665 1.0182
H -0.2441 -1.9137 -1.7162
H -0.1371 -0.1692 -2.1692
H -0.6090 -0.1635 2.8717
*
```

(3)
Below is C23H31F6IrN5O6S3 as an isolated structure, with properties calculated with wB97M-V/def2-TZVPD.

Results
Molar mass, g/mol: 875.9
Expectation value of S²: 0.75
Gap between HOMO and LUMO (spin up / spin down), eV: 7.4 / 7.3
ΔE to the lowest compared entry with this formula, charge and spin, kcal/mol: 8.8
E_LUMO (spin up / spin down), eV: -6.60 / -6.60

Geometry as ORCA input:
```
! wB97M-V def2-TZVPD RIJCOSX def2/J DEFGRID3
* xyz 2 2
Ir 0.2555 0.1392 -0.1760
C -0.4722 2.0402 2.4647
O 0.4769 1.1365 1.8702
C 1.0957 0.3007 2.8755
C 0.4558 -1.0664 2.8862
O 0.6816 -1.6974 1.6384
C 1.7032 -2.6944 1.6405
H 0.0607 2.7510 3.0964
H -1.1920 1.4861 3.0675
H -0.9783 2.5653 1.6657
H 0.9973 0.7867 3.8468
H 2.1564 0.2371 2.6264
H -0.6282 -0.9581 3.0025
H 0.8226 -1.6799 3.7120
H 1.4606 -3.4817 2.3575
H 2.6799 -2.2666 1.8855
H 1.7277 -3.1200 0.6411
F 0.9336 5.1924 -0.4487
C 0.0394 4.9586 -1.4005
F 0.3690 5.5914 -2.5034
F -1.1613 5.3205 -0.9894
S -0.0189 3.1399 -1.7412
O -0.2835 2.5078 -0.4652
O -0.8965 2.9366 -2.8303
N 1.5000 2.8404 -2.1822
S 2.7212 2.1785 -1.6152
O 2.2928 1.1181 -0.4214
O 3.6139 1.5379 -2.4999
C 3.6794 3.4331 -0.5846
F 3.1066 3.5311 0.6042
F 4.9184 3.0145 -0.4678
F 3.6246 4.5771 -1.2231
C -1.7356 -1.6897 -5.0742
C -1.8979 -0.5098 -4.3654
C -1.0869 -0.2385 -3.2740
C -0.1034 -1.1523 -2.9237
C 0.0831 -2.3364 -3.6357
C -0.7495 -2.6003 -4.7059
N 0.7805 -0.8176 -1.8261
N 1.9197 -1.3215 -1.9513
C 2.9478 -1.1254 -1.0246
C 3.8902 -2.1543 -0.9635
C 4.9605 -2.0709 -0.0895
C 5.1275 -0.9479 0.7092
C 4.2384 0.1193 0.6197
C 3.1750 0.0083 -0.2449
H -2.3758 -1.9039 -5.9190
H -2.6515 0.2071 -4.6606
H -1.2028 0.6898 -2.7357
H 0.8529 -3.0382 -3.3561
H -0.6267 -3.5193 -5.2622
H 3.7564 -3.0141 -1.6053
H 5.6771 -2.8791 -0.0445
H 5.9691 -0.8800 1.3848
H 4.3761 1.0200 1.2019
C -4.0156 0.7051 2.4789
N -3.4450 0.3292 1.1855
C -3.4580 1.3769 0.1655
C -2.8468 -0.8542 0.9762
S -1.6723 -1.0911 -0.2983
N -3.2875 -1.9355 1.6192
C -2.5531 -3.2041 1.6111
C -4.6739 -2.0489 2.0883
H -3.6571 1.7012 2.7343
H -3.6942 0.0062 3.2468
H -5.1052 0.7342 2.4536
H -4.3351 1.9965 0.3444
H -3.5374 0.9312 -0.8228
H -2.5683 1.9998 0.2109
H -1.4856 -3.0159 1.5789
H -2.8408 -3.8037 0.7466
H -2.8130 -3.7461 2.5185
H -5.2898 -1.2955 1.6074
H -4.7470 -1.9548 3.1711
H -5.0402 -3.0323 1.7986
*
```

(4)
Below is a single C3H3NO2S molecule, with properties calculated with wB97M-V/def2-TZVPD.

Results
Molar mass, g/mol: 117.1
Gap between HOMO and LUMO, eV: 8.8
ΔE to the lowest compared entry with this formula, charge and spin, kcal/mol: 65.5
E_LUMO, eV: 0.34
Structure (SMILES): Oc1cnc(S)o1

Geometry as ORCA input:
```
! wB97M-V def2-TZVPD RIJCOSX def2/J DEFGRID3
* xyz 0 1
O 2.5317 -0.9331 -0.0951
C 1.5332 -0.0457 -0.0160
C 1.2327 1.2737 0.0037
N -0.0843 1.4639 -0.0282
C -0.5740 0.2378 0.1499
S -2.3002 -0.4284 -0.1064
O 0.3337 -0.7092 0.3453
H 2.2129 -1.8095 -0.6565
H 1.9187 2.0032 -0.3378
H -2.8137 0.7567 0.0676
*
```

(5)
Below is a single C18H20N2OS molecule, with properties calculated with wB97M-V/def2-TZVPD.

Results
Molar mass, g/mol: 312.4
Gap between HOMO and LUMO, eV: 9.2
ΔE to the lowest compared entry with this formula, charge and spin, kcal/mol: 32.9
E_LUMO, eV: 0.67
Structure (SMILES): O=C(c1cccs1)N1CCN(C/C=C/c2ccccc2)CC1

Geometry as ORCA input:
```
! wB97M-V def2-TZVPD RIJCOSX def2/J DEFGRID3
* xyz 0 1
O -3.4952 2.4189 0.2667
C -3.6365 1.2555 -0.0722
C -4.9477 0.5914 0.1218
C -5.7272 0.6935 1.2368
C -6.9880 0.0768 1.0929
C -7.1654 -0.4609 -0.1405
S -5.7917 -0.2392 -1.1488
N -2.6502 0.5474 -0.6705
C -2.5833 -0.8875 -0.7990
C -1.4886 -1.4416 0.1189
N -0.2184 -0.8300 -0.2130
C 0.8952 -1.4184 0.5139
C 2.1952 -0.9384 -0.0461
C 3.2070 -0.4911 0.6928
C 4.5034 -0.0328 0.2120
C 5.5140 0.2236 1.1406
C 6.7619 0.6561 0.7354
C 7.0265 0.8489 -0.6101
C 6.0317 0.6067 -1.5436
C 4.7848 0.1710 -1.1399
C -0.2994 0.6060 -0.0100
C -1.3749 1.1848 -0.9246
H -5.3964 1.1917 2.1301
H -7.7295 0.0450 1.8708
H -8.0217 -0.9740 -0.5305
H -3.5373 -1.3430 -0.5391
H -2.3376 -1.1346 -1.8372
H -1.4118 -2.5214 -0.0291
H -1.7719 -1.2526 1.1719
H 0.8408 -1.2067 1.5969
H 0.8333 -2.5048 0.3785
H 2.2573 -0.9912 -1.1229
H 3.0923 -0.4727 1.7709
H 5.3143 0.0756 2.1928
H 7.5307 0.8455 1.4705
H 8.0005 1.1887 -0.9297
H 6.2309 0.7606 -2.5944
H 4.0201 -0.0047 -1.8806
H -0.5426 0.8520 1.0397
H 0.6689 1.0481 -0.2523
H -1.1015 1.0029 -1.9687
H -1.4919 2.2551 -0.7511
*
```

(6)
Below is a 5-piece molecular cluster, C6H16Cl6N2O3 overall, with properties calculated with wB97M-V/def2-TZVPD.

Results
Molar mass, g/mol: 376.9
Gap between HOMO and LUMO, eV: 8.0
ΔE to the lowest compared entry with this formula, charge and spin, kcal/mol: 0.0
E_LUMO, eV: 0.09

Geometry as ORCA input:
```
! wB97M-V def2-TZVPD RIJCOSX def2/J DEFGRID3
* xyz 0 1
N -13.3656 10.6420 20.3929
H -12.4969 11.1916 20.5729
H -13.3654 10.5827 19.3698
H -14.2182 11.0678 20.7432
H -13.2704 9.6995 20.7653
N -9.9782 12.1787 19.4980
O -11.2060 12.1632 19.8219
O -9.4815 13.2064 19.0311
O -9.3141 11.1341 19.6333
Cl -15.1299 7.9927 20.4922
C -16.1440 7.8642 19.0433
C -17.1177 9.0297 19.0013
Cl -16.3033 10.6204 19.0274
H -16.7204 6.9408 19.0787
H -15.4922 7.8085 18.1745
H -17.7722 8.9550 19.8659
H -17.7081 9.0536 18.0898
Cl -11.9774 8.9417 23.1164
C -10.5942 8.0457 23.7964
C -10.1431 8.5844 25.1162
Cl -11.3331 8.3650 26.4239
H -9.7669 8.0582 23.0873
H -10.9305 7.0118 23.8374
H -9.9061 9.6454 25.0497
H -9.2236 8.1034 25.4466
Cl -11.4263 11.2776 14.6664
C -10.8097 9.9266 15.6524
C -11.8855 8.9778 16.0559
Cl -13.0072 9.7683 17.2276
H -10.2318 10.3486 16.4735
H -10.0597 9.4305 15.0310
H -11.4972 8.0969 16.5642
H -12.5025 8.6149 15.2395
*
```

(7)
Below is C4H2AgO5 as an isolated structure, with properties calculated with wB97M-V/def2-TZVPD.

Results
Molar mass, g/mol: 237.9
Expectation value of S²: 2.01
Gap between HOMO and LUMO (spin up / spin down), eV: 5.6 / 9.0
E_LUMO (spin up / spin down), eV: -4.98 / -6.31

Geometry as ORCA input:
```
! wB97M-V def2-TZVPD RIJCOSX def2/J DEFGRID3
* xyz 1 3
C -0.8832 0.0745 3.6972
O -0.5670 -0.0072 4.7998
O -1.2077 0.1366 2.5792
O -1.4512 -0.7249 -0.2115
C -0.4549 -0.7597 -0.9017
O 0.3162 0.3033 -1.0247
Ag -2.6994 0.5164 0.8940
H -0.1910 -1.6075 -1.5541
O 1.2320 0.3606 -3.6467
C 1.3759 0.6346 -2.5155
C 1.9314 0.2112 -1.3427
H 2.5987 0.8621 -0.7733
*
```

(8)
Below is a 2-piece molecular cluster, CH4N2OS overall, with properties calculated with wB97M-V/def2-TZVPD.

Results
Molar mass, g/mol: 92.1
Expectation value of S²: 2.01
Gap between HOMO and LUMO (spin up / spin down), eV: 9.0 / 7.0
ΔE to the lowest compared entry with this formula, charge and spin, kcal/mol: 68.3
E_LUMO (spin up / spin down), eV: 0.85 / -2.14

Geometry as ORCA input:
```
! wB97M-V def2-TZVPD RIJCOSX def2/J DEFGRID3
* xyz 0 3
C -1.4066 0.8963 -0.2500
N -0.5880 0.3896 0.5795
N 2.2567 0.7124 1.2056
O 2.6966 0.3417 0.0831
S 2.3487 -1.0813 -0.6466
H -0.9099 1.2024 -1.1653
H -2.5482 1.1499 -0.1838
H 2.8876 1.5781 1.3974
H -0.9686 0.2353 1.5916
*
```